Entry 1:
ORCA calculation (the ωB97M-V functional and the def2-TZVPD basis) on an isolated ion of composition C3H9N2O and charge +1 in a non-equilibrium geometry.

Geometry as XYZ:
```
15
Properties=species:S:1:pos:R:3
O 2.1505 -1.2157 0.3818
N -1.2149 0.5802 0.5968
N -0.9097 -1.7391 -0.1086
C 1.3893 -0.3081 0.0817
C -0.4129 -0.1784 -0.2257
C 1.8162 1.0316 -0.1916
H -0.3132 -2.2543 0.6811
H 2.3564 1.4884 0.7590
H 1.1083 1.6360 -0.5065
H -0.9239 0.8393 1.4856
H -2.1409 0.6534 0.2851
H -0.5842 0.1773 -1.1856
H -1.7775 -1.8249 0.3890
H -0.7791 -2.2104 -0.9965
H 2.7684 1.1535 -0.7593
```

Summary:
Charge: +1
M (g mol⁻¹): 89.1
Electronic energy (Eh): -304.123938
F_max (eV Å⁻¹): 6.9
Energy relative to the best compared isomer or geometry (same formula, charge and spin) (kJ/mol): 331.9
Highest occupied orbital energy (eV): -14.516
SMILES string: CC(=O)[C@H](N)[NH3+]
Frontier orbital gap (eV): 10.87


Entry 2:
ORCA calculation (the ωB97M-V functional and the def2-TZVPD basis) on an isolated ion of composition C5H8NO and charge +1 in a non-equilibrium geometry.

Geometry as XYZ:
```
15
Properties=species:S:1:pos:R:3
O -4.5579 -0.2150 0.1095
N 3.0078 0.0174 0.2483
C -2.2213 -0.2197 0.5168
C 0.5114 -0.0374 0.1523
C -3.4888 0.0525 -0.2849
C -1.0107 0.0135 -0.1619
C 1.7307 0.0733 -0.5597
H -2.0727 -0.4388 1.6026
H 0.5861 -0.1989 1.1843
H 3.6876 -0.1662 -0.3870
H 1.8996 0.0961 -1.6648
H 3.1602 0.9019 0.7625
H -3.3354 0.5736 -1.2671
H -1.1020 0.3113 -1.1542
H 3.2055 -0.7636 0.9032
```

Summary:
Charge: +1
M (g mol⁻¹): 98.1
Electronic energy (Eh): -324.937937
F_max (eV Å⁻¹): 4.8
Energy relative to the best compared isomer or geometry (same formula, charge and spin) (kJ/mol): 265.2
Highest occupied orbital energy (eV): -13.226
SMILES string: [NH3+]/C=C/C=C/C=O
Frontier orbital gap (eV): 8.45


Entry 3:
ORCA calculation (the ωB97M-V functional and the def2-TZVPD basis) on an isolated ion of composition C4H10ClN2 and charge -1.

Geometry as XYZ:
```
17
Properties=species:S:1:pos:R:3
Cl -1.5701 -2.4845 -0.4385
N 1.8620 0.2625 0.7544
N -0.9641 -1.4521 0.8953
C 1.3823 -0.2210 -0.5576
C 0.0664 0.4121 -1.0373
C -0.8349 0.9605 0.0595
C -1.6210 -0.1699 0.8029
H 1.9085 -0.5146 1.3982
H 2.1636 -0.0554 -1.3057
H -2.6151 -0.2364 0.3422
H -0.2485 1.5192 0.7879
H 2.8013 0.6262 0.6699
H -1.5420 1.6712 -0.3842
H -1.7742 0.1787 1.8349
H 1.2062 -1.2900 -0.4965
H -0.4872 -0.3851 -1.5330
H 0.2668 1.1785 -1.7923
```

Summary:
Charge: -1
M (g mol⁻¹): 121.6
Electronic energy (Eh): -728.056451
F_max (eV Å⁻¹): 0.4
Highest occupied orbital energy (eV): -1.743
Frontier orbital gap (eV): 5.89


Entry 4:
ORCA calculation (the ωB97M-V functional and the def2-TZVPD basis) on C5H11CdFO3 as an isolated structure in a non-equilibrium geometry.

Geometry as XYZ:
```
21
Properties=species:S:1:pos:R:3
Cd 0.1406 -0.5822 -0.9948
F 5.3961 0.4018 0.1267
O -1.4130 -0.9405 -2.0242
O 1.5329 0.3804 0.0295
O -1.1227 0.4896 0.2103
C 0.9627 1.0829 1.1303
C 3.3742 0.3968 0.0603
C -0.4150 1.5960 0.7621
C -2.5669 -0.5007 -1.3817
C -2.3002 0.7590 -0.5571
H 3.4916 1.4888 0.0530
H -3.1363 1.0086 0.1127
H 0.9032 0.4116 2.0052
H 1.5808 1.9544 1.4223
H 3.4641 -0.1879 0.9863
H -2.9738 -1.2772 -0.7020
H 3.5019 -0.0724 -0.9218
H -0.3418 2.3919 0.0030
H -0.9400 1.9904 1.6444
H -2.0958 1.6168 -1.2197
H -3.3736 -0.2562 -2.0984
```

Summary:
M (g mol⁻¹): 250.6
Electronic energy (Eh): -690.252084
F_max (eV Å⁻¹): 3.5
Highest occupied orbital energy (eV): -8.994
Frontier orbital gap (eV): 8.45


Entry 5:
ORCA calculation (the ωB97M-V functional and the def2-TZVPD basis) on one molecule with the formula C20H19FN2O3S.

Geometry as XYZ:
```
46
Properties=species:S:1:pos:R:3
S -6.5624 -1.0375 0.2278
F 5.3678 -2.7889 -0.4026
O 2.0124 -0.4118 -1.0250
O -7.4829 -0.1283 0.8514
O -6.3103 -2.3097 0.8434
N -1.5035 1.7388 -1.0417
N -7.1276 -1.3384 -1.3400
C 2.0458 -0.5901 1.4123
C -0.2295 0.9867 1.4401
C -0.2022 1.1283 -1.0991
C -5.0348 -0.2130 -0.1116
C -2.6470 1.0717 -0.7049
C -2.6930 -0.3241 -0.5801
C -5.0139 1.1649 -0.2215
C 4.5702 0.7328 -0.4783
C 5.4942 -1.4470 -0.2774
C 6.6881 -0.9318 0.1872
C 0.3526 0.6604 0.2296
C -3.8837 -0.9558 -0.2877
C 3.1359 -1.2539 -1.1285
C 1.5056 -0.1387 0.2168
C 1.4438 -0.2539 2.6144
C 6.8152 0.4402 0.3217
C 4.4158 -0.6393 -0.6158
C 5.7574 1.2688 -0.0107
C 0.3092 0.5323 2.6333
C -3.8297 1.8041 -0.5132
H 7.7409 0.8580 0.6858
H 2.9536 -2.2152 -0.6292
H 5.8560 2.3384 0.0930
H -1.5239 2.7369 -0.9052
H -5.9281 1.7130 -0.0599
H -3.9365 -2.0265 -0.1733
H 7.4942 -1.6030 0.4373
H -1.1209 1.5955 1.4574
H 1.8730 -0.6136 3.5371
H 3.2354 -1.4475 -2.2033
H -0.2330 0.2741 -1.7842
H -0.1594 0.7931 3.5694
H 3.7453 1.3787 -0.7382
H -7.9912 -0.8505 -1.5148
H -1.7952 -0.9079 -0.6970
H 2.9357 -1.1987 1.4237
H -3.7999 2.8812 -0.5967
H 0.4903 1.8541 -1.5368
H -7.2299 -2.3266 -1.5052
```

Summary:
M (g mol⁻¹): 386.4
Electronic energy (Eh): -1606.813465
F_max (eV Å⁻¹): 0.8
Energy relative to the best compared isomer or geometry (same formula, charge and spin) (kJ/mol): 107.0
Highest occupied orbital energy (eV): -8.221
SMILES string: NS(=O)(=O)c1ccc(NCc2ccccc2OCc2ccccc2F)cc1
Frontier orbital gap (eV): 8.82


Entry 6:
ORCA calculation (the ωB97M-V functional and the def2-TZVPD basis) on C13H34AsO3PtSi2 as an isolated structure.

Geometry as XYZ:
```
54
Properties=species:S:1:pos:R:3
Pt 0.6398 -0.2755 0.6273
As -0.5499 -0.0609 -1.3166
Si -2.7709 1.3095 -2.5529
Si 1.1426 -1.4277 -2.3838
O -0.7490 0.9222 1.5297
O 1.3198 -1.0506 2.5440
O 1.9905 1.5776 1.4982
C 1.8970 -0.5755 -3.8299
C 1.7528 -2.0157 4.6422
C -3.7616 1.8879 -1.1280
C -1.5148 0.3181 2.6178
C -1.6216 2.4712 -3.3822
C 2.7637 2.5097 0.7210
C -0.2519 2.2757 1.8573
C -3.3520 -0.1626 -3.4703
C 0.3352 -3.0536 -2.7141
C 1.1354 2.1913 2.4565
C 0.1938 -3.1262 2.9501
C 2.1938 -1.3816 -0.8077
C 1.0943 -2.0015 3.3132
H 2.8115 -0.4936 -0.6925
H -0.9128 1.9808 -4.0505
H 0.8056 -4.0277 2.8459
H -0.4982 -3.3385 3.7675
H -3.6736 -0.9748 -2.8170
H 2.1239 -3.0161 4.8700
H 1.4723 3.1937 2.7287
H 2.2034 0.4478 -3.6074
H 2.1212 3.2345 0.2152
H 3.3198 1.9380 -0.0170
H -1.1001 3.1351 -2.6920
H -0.3426 -2.9473 2.0208
H -2.3627 0.9712 2.8137
H 0.9991 -1.7944 5.4064
H -0.1902 -3.4614 -1.8491
H -0.9012 0.2201 3.5103
H -0.9687 2.7328 2.5386
H 2.5518 -1.2823 4.7023
H -3.3711 2.8031 -0.6840
H -2.2498 3.1150 -4.0154
H -1.8637 -0.6488 2.2713
H 2.8597 -2.2530 -0.7966
H 2.7881 -1.1129 -4.1686
H 1.1917 -0.5654 -4.6630
H -0.2481 2.8161 0.9121
H -3.8723 1.1181 -0.3633
H -4.7719 2.1041 -1.4973
H -2.6312 -0.5273 -4.2023
H 1.1451 1.5744 3.3556
H 1.1005 -3.7815 -3.0026
H -0.3632 -2.9743 -3.5485
H -4.2427 0.1545 -4.0306
H 3.4660 3.0348 1.3674
H 1.7177 -1.7066 0.2001
```

Summary:
Charge: +3
M (g mol⁻¹): 564.6
Electronic energy (Eh): -3674.456294
F_max (eV Å⁻¹): 0.4
Energy relative to the best compared isomer or geometry (same formula, charge and spin) (kJ/mol): 75.1
Highest occupied orbital energy (eV): -19.014
Frontier orbital gap (eV): 6.81


Entry 7:
ORCA calculation (the ωB97M-V functional and the def2-TZVPD basis) on a 40-piece molecular cluster, H80O40 overall in a non-equilibrium geometry.

Geometry as XYZ:
```
120
Properties=species:S:1:pos:R:3
O 0.5749 -2.3686 4.4416
O 5.7741 -1.6824 -1.8833
O -4.1860 2.1422 -3.6553
O 1.3549 2.6018 -0.3964
O -2.3978 3.3309 4.9217
O -5.5745 0.7131 0.4700
O -4.5706 -3.7728 2.5915
O 2.4314 -0.3634 3.4807
O -4.0230 -1.3308 0.8305
O -3.8645 -0.2075 -2.5749
O -1.5766 -0.2866 0.7171
O -2.3868 -2.6215 -1.1715
O -1.1457 1.3442 3.5394
O 4.2825 -2.6055 -4.4906
O 1.0519 0.6289 -3.2254
O -5.0223 1.5914 2.7789
O 3.7675 4.1698 1.0229
O -2.6176 1.8675 -0.7805
O 3.7479 -0.6079 0.7618
O -2.0653 -5.0266 1.7908
O 0.0570 -4.6204 -0.4585
O 5.2075 1.2576 2.9276
O 2.2449 -4.5850 -2.8432
O -1.7716 2.2266 -4.4079
O 1.4329 5.2334 -0.4150
O 0.8317 0.7785 1.1692
O 5.0813 2.1910 -0.1615
O -3.3050 4.7320 -2.3185
O -0.4833 4.0370 1.6608
O 1.2961 -1.3172 -0.5044
O -1.0998 -1.0824 -3.3968
O 3.9400 -1.9157 5.2409
O 3.1739 -1.0499 -2.7288
O 4.4631 1.7415 -3.6601
O 1.2181 2.6034 3.9876
O -0.7054 -3.6888 -3.0665
O -3.6800 -3.9010 -3.3534
O -0.3277 -3.0555 1.6375
O 1.7341 3.1776 -3.1918
O -2.5556 -1.3568 4.4007
H -5.3047 1.5943 3.7075
H 2.6788 2.9413 -3.0912
H -5.8628 1.0227 1.3646
H 0.4426 -3.5998 1.5601
H -0.2983 -2.3026 2.2406
H 0.5819 -0.1540 -3.5509
H -1.7705 3.0493 4.2301
H -4.4321 -0.4475 0.9940
H 3.3861 -1.2222 -1.8058
H 6.0335 -2.2616 -2.5840
H 4.9172 2.1625 2.7115
H -3.7415 2.8431 -4.1462
H -4.4788 2.3945 2.7876
H -3.9845 -4.4906 2.3365
H -3.7299 -0.6972 -1.7512
H -3.0213 -3.2174 -3.5568
H -1.6713 -5.2495 2.6423
H 3.5531 -2.4330 4.5208
H -5.1515 -3.6168 1.8425
H 1.1504 4.3551 -0.7101
H -2.4959 2.6464 -1.3347
H 2.5100 -3.6804 -2.5546
H 2.3728 -1.1041 2.8973
H 2.0065 -1.3203 0.1527
H -1.6871 -3.2549 -1.4201
H -3.7760 3.9359 -2.5797
H 3.1312 3.8684 1.6755
H -1.6511 1.5160 -3.7792
H 0.0062 -3.6472 -3.7251
H -3.9603 0.6844 -2.2193
H 1.3118 0.3999 0.4321
H -2.8371 -3.1311 -0.4872
H -2.2313 0.4191 0.7764
H -3.3314 -1.8520 4.6615
H -0.4830 -5.2468 0.0395
H 1.4281 -2.1303 4.6961
H -0.1774 1.4236 3.3857
H 0.9653 -4.5548 -0.1561
H 0.6130 -1.9766 -0.4338
H -0.1726 -1.8418 4.7439
H 3.0903 -1.5279 5.5030
H -2.8792 -0.5191 4.1163
H 0.4265 2.4534 -0.5937
H 3.8231 1.8243 -4.3601
H 5.6043 2.8080 0.3639
H -1.5040 -4.2425 1.5641
H 1.3206 -4.3131 -2.6486
H -3.8330 5.2313 -1.6883
H 3.9063 -3.4516 -4.2014
H 0.6444 3.2990 4.3410
H 4.3094 0.9637 3.1478
H 6.1500 -1.1126 -1.2317
H -3.7444 -3.5317 -2.4672
H 4.3927 -0.1136 1.2877
H 4.2004 2.6331 -0.1212
H -4.1014 -1.7257 1.6907
H -0.0268 0.3212 1.1836
H 4.0251 -1.9920 -3.7308
H -1.7379 1.4766 -0.7344
H 5.3458 1.7558 -4.0379
H -1.4238 0.6298 2.9510
H 3.7056 -0.2327 -2.7597
H 1.0512 0.4023 -2.2843
H 1.8203 1.8609 -0.7865
H 3.1790 4.5873 0.3691
H -3.7942 1.3511 -4.0406
H -0.2277 3.1753 1.2854
H 1.6487 2.5437 -3.8989
H -1.0629 2.1135 -5.0469
H 1.0317 5.9822 -0.8590
H -1.6673 -0.7168 -2.6404
H -1.8532 -1.2634 -3.9832
H -2.6816 4.2199 4.6787
H -2.2109 -1.0364 0.6443
H 0.3118 4.4794 1.4731
H 1.5259 3.0356 3.1835
H 4.2307 -1.2711 0.2467
H 2.5492 0.4756 3.0340
H -0.9012 -2.7352 -2.9998
H -5.7883 1.4165 -0.1486
```

Summary:
M (g mol⁻¹): 720.6
Electronic energy (Eh): -3057.480738
F_max (eV Å⁻¹): 3.3
Energy relative to the best compared isomer or geometry (same formula, charge and spin) (kJ/mol): 726.2
Highest occupied orbital energy (eV): -10.562
Frontier orbital gap (eV): 10.04


Entry 8:
ORCA calculation (the ωB97M-V functional and the def2-TZVPD basis) on a 2-piece molecular cluster, C6H6Cl2F3NO2 overall in a non-equilibrium geometry.

Geometry as XYZ:
```
20
Properties=species:S:1:pos:R:3
Cl -2.4090 0.5310 -0.6229
Cl -1.4415 3.4104 -0.1409
F 1.8830 -1.6166 -1.2192
F 3.5955 -0.4979 -0.5671
F 2.4813 -1.6684 0.8459
O -2.9914 -2.1430 1.2114
O -3.9010 -2.3583 -0.8773
N 1.5134 1.2422 -1.0339
C -1.0192 0.8817 0.5472
C 0.0496 -0.2174 0.4188
C -0.4974 2.2433 0.5652
C 1.4522 0.3382 0.0854
C -3.4527 -2.2519 0.1690
C 2.3624 -0.8586 -0.2196
H -0.2518 -0.8931 -0.3836
H 1.8764 0.8503 0.9535
H 1.1329 2.1454 -0.7672
H -1.4967 0.7858 1.5316
H 1.0053 0.8803 -1.8342
H 0.1086 -0.8032 1.3376
```

Summary:
M (g mol⁻¹): 252.0
Electronic energy (Eh): -1657.402248
F_max (eV Å⁻¹): 1.8
Energy relative to the best compared isomer or geometry (same formula, charge and spin) (kJ/mol): 153.2
Highest occupied orbital energy (eV): -9.451
Frontier orbital gap (eV): 8.29


Which of these has the highest electronic energy? C3H9N2O


Which value of M does entry 5 give? 386.4 g mol⁻¹